(1)
{
  "formula": "C9H9NO3",
  "method": "ωB97M-V/def2-TZVPD",
  "species": ["C", "C", "C", "C", "C", "C", "C", "C", "C", "N", "O", "O", "O", "H", "H", "H", "H", "H", "H", "H", "H", "H"],
  "positions_angstrom": [[-1.7472, -1.9658, 0.2453], [-0.6727, -2.3639, -0.5721], [-1.8890, -0.6433, 0.5705], [0.2975, -1.5187, -0.8794], [-0.9655, 0.2912, 0.1722], [0.1855, -0.1642, -0.5523], [-0.8913, 1.7770, 0.4083], [0.6473, 2.0105, 0.3020], [1.1639, 0.9724, -0.6627], [3.2956, -0.8063, 0.4534], [3.6682, -1.6438, 1.2422], [3.9634, -0.9362, -0.7273], [2.2587, 0.9626, -1.1515], [-2.5356, -2.7526, 0.5507], [-0.6821, -3.2758, -1.0164], [-2.5627, -0.3868, 1.3932], [1.2424, -1.8400, -1.2584], [-1.3716, 2.2687, -0.3948], [-1.4381, 1.9783, 1.2636], [0.8828, 3.0591, -0.0079], [1.1131, 1.8209, 1.2378], [3.6330, -0.1462, -1.2204]],
  "forces_ev_per_a": [[-1.012, -1.843, -0.773], [-2.719, 0.506, 1.569], [-0.550, 0.282, 2.082], [2.420, 2.886, -0.295], [2.139, -0.463, -1.844], [-1.410, 0.671, 0.735], [1.689, -1.894, -1.027], [-1.378, 2.247, -1.010], [-0.924, -1.370, 1.584], [1.322, -2.214, 1.805], [-0.926, 1.675, -1.498], [-0.023, 0.493, -0.025], [0.373, 0.675, -1.141], [1.444, 1.493, -0.408], [0.196, -2.969, -0.634], [-0.382, 0.142, -0.649], [0.304, -0.359, -0.788], [-0.597, 0.649, -0.957], [-0.462, 0.987, 2.068], [0.037, -0.879, 0.223], [0.564, -0.230, 0.885], [-0.106, -0.485, 0.096]],
  "lowdin_charge": [-0.051, -0.086, -0.053, -0.030, -0.156, -0.070, -0.092, -0.066, -0.336, -0.101, 0.010, -0.006, 0.056, 0.140, 0.079, 0.120, 0.113, 0.110, 0.093, 0.136, 0.121, 0.072],
  "lumo_ev": -0.12,
  "orbital_gap_ev": 9.425,
  "e_above_lowest_ev": 2.078,
  "homo_ha": -0.351,
  "smiles": "O=C1CCc2ccccc21.O=NO",
  "spin_multiplicity": 1,
  "max_force_ev_per_a": 3.78
}

---

(2)
{
  "formula": "C6H27NO8",
  "method": "ωB97M-V/def2-TZVPD",
  "species": ["C", "C", "N", "C", "C", "C", "C", "O", "H", "H", "H", "H", "H", "H", "H", "H", "H", "H", "H", "H", "H", "H", "H", "O", "H", "H", "O", "H", "H", "O", "H", "H", "O", "H", "H", "O", "H", "H", "O", "H", "H", "O"],
  "positions_angstrom": [[-2.3157, -2.4950, -1.5997], [-2.0058, -1.8592, -0.2095], [-1.1276, -0.6910, -0.2284], [-0.4388, -0.3745, 0.9917], [-1.9979, 1.5310, -0.3481], [-1.3477, 0.3747, -1.1547], [-0.0988, 0.6670, -2.0045], [-2.3468, -2.2096, 0.8690], [-3.2317, -3.0242, -1.4118], [-1.5420, -3.2410, -1.6815], [-2.3469, -1.8189, -2.4377], [-0.5909, -1.2801, 1.7232], [-0.7139, 0.4773, 1.5272], [0.6083, -0.2770, 0.9236], [-2.8831, 1.6375, -0.7145], [-2.0387, 1.3648, 0.6592], [-1.3254, 2.4071, -0.3412], [-2.0995, 0.1635, -1.9347], [0.1994, -0.2783, -2.3845], [-0.2817, 1.4887, -2.6790], [0.7052, 0.9504, -1.4158], [-1.5631, -1.1865, 4.1740], [-1.5746, -0.9979, 2.5798], [-1.5343, -0.5582, 3.5072], [1.0332, -2.8246, -1.9258], [1.1512, -2.1820, -3.1874], [0.5014, -2.5554, -2.6028], [2.3314, 2.2956, 0.3191], [3.7889, 2.7017, 0.5210], [3.2680, 2.0441, 0.1513], [0.4802, 2.6892, 2.4923], [1.4643, 3.7652, 2.3212], [1.2200, 3.0157, 1.8612], [3.1087, -1.5899, -0.2378], [1.6018, -1.8644, -0.3348], [2.4469, -2.1326, -0.6702], [4.6370, -0.5429, -1.6998], [3.6355, 0.8230, -2.0125], [4.1335, 0.0148, -2.3227], [-0.9191, 2.4222, 4.1519], [-1.2078, 1.1500, 3.3616], [-0.7831, 1.9997, 3.4048]],
  "forces_ev_per_a": [[-0.007, 0.343, 2.652], [-0.057, -0.365, -2.472], [0.086, 0.891, 0.279], [-0.010, -4.080, 1.396], [6.455, 0.531, 0.102], [-0.864, 0.768, -1.054], [-0.804, -0.029, 0.750], [-0.455, -0.528, 0.520], [-0.595, -0.151, -0.337], [0.384, -0.186, -0.513], [0.123, 0.019, -0.072], [1.063, 1.597, -2.194], [-0.843, 1.504, 0.241], [1.522, 0.107, -0.846], [-5.370, 1.378, -2.185], [-0.633, -0.831, 2.482], [-0.609, -0.029, -0.671], [0.227, -0.890, 0.726], [0.077, -0.535, -1.233], [-0.275, -0.190, -0.515], [1.617, 0.844, 1.482], [-0.224, -2.032, 1.876], [-0.798, 0.724, 3.414], [-0.197, 1.031, -4.112], [2.354, -1.523, 2.919], [0.389, 0.307, -0.800], [-2.575, 1.080, -2.329], [1.091, 0.073, 0.314], [1.417, 1.964, 1.131], [-2.455, -2.175, -1.518], [1.221, 0.076, -1.455], [1.297, 2.770, 1.142], [-2.569, -2.872, 0.066], [0.061, 0.176, 0.081], [-0.358, 0.402, 0.502], [0.317, -0.529, -0.258], [-0.706, 1.361, 0.052], [1.514, -1.660, 0.612], [-0.709, 0.420, -0.623], [-1.325, 2.864, 5.752], [-0.410, -0.777, 0.869], [1.634, -1.850, -6.170]],
  "lowdin_charge": [0.067, -0.330, 0.099, 0.009, 0.053, -0.312, 0.030, 0.190, 0.097, 0.085, 0.086, 0.136, 0.062, 0.118, 0.037, 0.046, 0.130, 0.149, 0.055, 0.114, 0.055, 0.041, 0.045, -0.041, -0.039, 0.064, -0.003, 0.012, 0.000, -0.050, 0.036, -0.001, -0.070, 0.052, -0.002, -0.023, 0.040, 0.040, -0.097, -0.009, -0.001, 0.027],
  "lumo_ev": [-3.12, -7.86],
  "orbital_gap_ev": [10.295, 5.555],
  "e_above_lowest_ev": 2.174,
  "total_charge": 1,
  "homo_ha": [-0.493, -0.493],
  "spin_multiplicity": 2,
  "max_force_ev_per_a": 6.65
}